This record from the OMol25 dataset describes a 7-piece molecular cluster, C31H75O7 overall. The level of theory is wB97M-V/def2-TZVPD.

Each line ends with the Mulliken charge.
CARTESIAN COORDINATES (ANGSTROEM)
C -4.1944 2.6460 1.4286  -1.245
C -4.3828 2.9712 -0.0272  0.388
C -4.5231 1.7936 -1.0635  -0.805
C -4.5929 0.3705 -0.5331  -0.921
C -3.2698 -0.3980 -0.4698  0.256
C -2.5299 -0.4285 0.8589  -1.077
O -1.4382 0.4817 0.9477  0.095
C -0.3206 0.2215 0.1627  -0.759
H -3.3086 3.1122 1.8590  0.056
H -5.0676 2.9289 2.0144  0.183
H -3.5656 3.5975 -0.3985  -0.689
H -5.2804 3.5824 -0.1800  0.578
H -3.6998 1.8180 -1.7804  0.159
H -5.4203 1.9816 -1.6562  0.439
H -5.0717 0.3734 0.4430  0.388
H -5.2247 -0.2003 -1.2161  0.536
H -3.4818 -1.4300 -0.7453  0.062
H -2.6145 -0.0034 -1.2433  0.074
H -2.1373 -1.4354 1.0491  0.322
H -3.2040 -0.1153 1.6495  0.259
H -0.5395 0.2521 -0.9090  0.415
H 0.3843 1.0221 0.3731  -0.037
H 0.1688 -0.7371 0.3845  0.417
C 4.6404 0.3176 3.7957  -1.078
C 3.6689 0.1231 4.9475  -0.184
O 2.7739 1.2036 5.1572  -0.430
C 1.9434 1.5484 4.0499  0.075
C 1.0607 0.4237 3.5467  -0.651
H 5.2093 1.2394 3.9285  0.260
H 5.3416 -0.5170 3.7401  0.449
H 4.1275 0.3825 2.8376  0.106
H 4.2170 0.0297 5.8868  0.356
H 3.1143 -0.8151 4.8079  0.250
H 2.5468 1.9455 3.2255  -0.169
H 1.3274 2.3682 4.4186  0.413
H 1.6462 -0.4042 3.1411  0.290
H 0.4139 0.7909 2.7510  0.022
H 0.4258 0.0364 4.3448  0.261
C 1.9901 -2.8647 10.8172  -1.040
C 2.9145 -1.6732 10.6269  -0.331
O 3.6596 -1.6985 9.4261  -0.439
C 2.8999 -1.7020 8.2254  -0.260
C 1.9836 -0.5047 8.0527  -0.853
H 2.5522 -3.7976 10.7584  0.283
H 1.5123 -2.8082 11.7961  0.386
H 1.1997 -2.8946 10.0669  0.281
H 3.6679 -1.6628 11.4154  0.337
H 2.3480 -0.7384 10.7134  0.303
H 2.3285 -2.6341 8.1373  0.274
H 3.6474 -1.7149 7.4330  0.226
H 1.2033 -0.4765 8.8154  0.375
H 1.4955 -0.5472 7.0798  0.191
H 2.5462 0.4275 8.1038  0.276
C -2.2966 -2.7778 -4.9576  -0.966
C -3.3228 -2.8422 -3.8380  -0.528
O -3.9993 -1.6281 -3.5979  -0.208
C -4.7495 -1.0923 -4.6659  -0.368
C -5.8707 -1.9946 -5.1567  -1.144
H -1.5686 -1.9899 -4.7616  0.293
H -1.7667 -3.7290 -5.0343  0.394
H -2.7606 -2.5776 -5.9257  0.248
H -2.8245 -3.0645 -2.8943  0.332
H -4.0348 -3.6575 -4.0242  0.305
H -4.0955 -0.8102 -5.5016  0.341
H -5.1663 -0.1700 -4.2615  0.338
H -5.4947 -2.9204 -5.5962  0.266
H -6.4513 -1.4776 -5.9219  0.401
H -6.5364 -2.2528 -4.3325  0.301
C 6.2368 1.6915 -0.8996  -1.150
C 4.8035 1.3929 -0.4910  -0.342
O 4.4741 1.8166 0.8158  -0.295
C 4.5778 3.2076 1.0698  -0.393
C 3.6986 4.0698 0.1850  -1.154
H 6.9366 1.2533 -0.1864  0.293
H 6.4346 1.2681 -1.8852  0.398
H 6.4324 2.7629 -0.9554  0.279
H 4.6405 0.3148 -0.4775  0.344
H 4.1039 1.8123 -1.2235  0.301
H 5.6248 3.5326 1.0112  0.359
H 4.2704 3.3132 2.1111  0.378
H 3.9934 4.0203 -0.8647  0.277
H 3.7681 5.1119 0.4957  0.446
H 2.6559 3.7700 0.2544  0.240
C -1.0488 3.6106 -0.4232  -0.317
C -0.8031 4.8917 0.3453  -0.673
O -0.0402 5.8744 -0.3576  -0.448
C -0.5954 6.3013 -1.5842  -0.277
C -1.9768 6.9251 -1.4661  -0.988
H -0.1035 3.1622 -0.7387  0.384
H -1.5920 2.9000 0.2049  -0.249
H -1.6574 3.7796 -1.3130  0.307
H -0.2205 4.6847 1.2443  0.359
H -1.7550 5.3158 0.6786  0.348
H -0.6194 5.4763 -2.3069  0.285
H 0.1132 7.0404 -1.9647  0.343
H -2.7211 6.2070 -1.1221  0.203
H -2.3000 7.2936 -2.4411  0.391
H -1.9589 7.7622 -0.7665  0.273
C 1.8112 -6.7763 -8.1627  -1.035
C 0.7639 -6.8107 -7.0620  -0.365
O 0.0640 -5.5946 -6.8856  -0.368
C -0.6756 -5.1306 -7.9997  -0.276
C -1.7664 -6.0806 -8.4657  -1.097
H 2.5224 -5.9686 -7.9870  0.289
H 2.3566 -7.7205 -8.1816  0.386
H 1.3681 -6.6324 -9.1487  0.269
H 1.2458 -6.9877 -6.1006  0.330
H 0.0667 -7.6412 -7.2271  0.307
H -0.0076 -4.8775 -8.8318  0.298
H -1.1264 -4.1988 -7.6586  0.293
H -1.3628 -7.0206 -8.8447  0.290
H -2.3367 -5.6184 -9.2718  0.390
H -2.4485 -6.3078 -7.6457  0.288

Cartesian forces (eV/Å) of the 6 atoms listed first:
0.0 -0.4 0.1
0.0 0.1 -0.2
0.1 0.1 0.1
-0.1 -0.2 -0.1
-0.1 0.0 0.0
0.3 0.2 -0.1

The value obtained for the molecular weight is 559.934 g/mol. The largest force on an atom is 0.4 eV Å⁻¹. The total charge is -1. The calculation puts the total energy at -1752.59449 Eh.